This record from OMol25 describes 2 unconnected molecules or ions with the total composition C33H36N2O5 at a distorted geometry. The level of theory is ωB97M-V/def2-TZVPD.

Atoms and positions in Å:
C 5.93 1.64 3.23
O 6.14 0.28 3.53
C 5.38 -0.60 2.76
C 5.59 -1.97 2.95
C 4.91 -2.90 2.20
C 4.02 -2.49 1.22
C 3.20 -3.48 0.46
C 1.94 -3.80 1.18
C 0.81 -2.94 1.02
O 0.88 -2.01 0.22
O -0.31 -3.19 1.78
C -0.10 -4.02 2.95
C 0.53 -3.15 4.04
C -1.47 -4.55 3.39
O 0.77 -5.17 2.76
C 1.91 -4.93 2.04
O 2.91 -5.65 2.11
C 3.78 -1.14 1.05
C 4.45 -0.21 1.79
H 6.58 2.24 3.87
H 6.18 1.84 2.19
H 4.90 1.91 3.44
H 6.30 -2.28 3.70
H 5.05 -3.95 2.39
H 2.96 -3.09 -0.53
H 3.77 -4.41 0.29
H 1.50 -2.79 3.71
H -0.10 -2.28 4.25
H 0.68 -3.73 4.95
H -1.89 -5.18 2.61
H -1.37 -5.17 4.29
H -2.16 -3.73 3.58
H 3.04 -0.83 0.33
H 4.25 0.84 1.63
C -1.59 7.09 1.52
N -0.98 5.77 1.59
C 0.05 5.39 2.59
C 0.41 3.94 2.22
C -0.44 3.61 1.02
C -1.22 4.73 0.68
C -2.05 4.70 -0.44
C -2.10 3.55 -1.19
C -1.38 2.38 -0.84
C -1.44 1.14 -1.53
C -2.20 0.69 -2.63
C -1.97 -0.64 -3.09
C -2.65 -1.13 -4.17
C -3.59 -0.33 -4.86
N -4.17 -1.07 -5.89
C -5.18 -0.56 -6.82
C -3.62 -2.44 -5.96
C -2.60 -2.50 -4.81
C -3.85 0.97 -4.42
C -3.19 1.45 -3.32
C -0.53 2.46 0.29
H -2.32 7.12 0.72
H -2.10 7.33 2.46
H -0.84 7.85 1.34
H 0.91 6.06 2.51
H -0.35 5.47 3.60
H 1.47 3.83 1.97
H 0.20 3.24 3.04
H -2.62 5.56 -0.72
H -2.66 3.59 -2.10
H -0.78 0.39 -1.12
H -1.27 -1.26 -2.57
H -5.44 0.46 -6.55
H -4.80 -0.57 -7.84
H -6.08 -1.17 -6.77
H -4.42 -3.18 -5.84
H -3.15 -2.62 -6.94
H -1.58 -2.71 -5.16
H -2.85 -3.27 -4.07
H -4.57 1.57 -4.94
H -3.49 2.40 -2.94
H 0.06 1.60 0.58

Values from the calculation:
multiplicity: 1
molar mass: 540.66 g/mol
LUMO energy: -2.478 eV
calculated total energy: -1764.7304 hartree
E_HOMO: -5.316 eV
max |F|: 0.05616 Eh/bohr
orbital gap: 2.84 eV
energy above the lowest of the compared OMol25 structures with the same formula, charge and spin: 1.452 eV